[1]
This record from OMol25 describes a cluster of 7 separate species, C34H83N5O7 in total in a non-equilibrium geometry. The level of theory is ωB97M-V with the def2-TZVPD basis set.

Values from the calculation:
M = 674.1 g/mol
LUMO (spin up / spin down) = -2.540 / -6.837 eV
frontier orbital gap (spin up / spin down) = 6.9 / 2.6 eV
<S²> = 0.75

Geometry as ORCA input:
```
! RIJCOSX wB97M-V def2-TZVPD def2/J DEFGRID3
* xyz 1 2
C -1.085 3.159 1.040
C -0.457 2.891 -0.259
O -1.290 3.037 -1.395
H -1.344 4.187 1.294
H -0.408 2.889 1.850
H -2.003 2.578 1.125
H -0.168 1.841 -0.230
H 0.520 3.372 -0.311
H -0.879 2.578 -2.131
C 5.938 -0.127 -0.046
C 4.668 -0.835 -0.387
O 4.453 -0.335 -1.717
H 6.404 -0.464 0.880
H 5.798 0.952 -0.098
H 6.591 -0.218 -0.915
H 3.808 -0.454 0.164
H 4.819 -1.913 -0.438
H 3.515 -0.367 -1.921
C 4.860 3.494 1.679
C 4.302 2.932 3.013
C 2.806 3.277 3.114
C 1.989 2.416 4.098
C 2.296 0.887 3.959
C 3.803 0.564 3.838
N 4.505 1.489 2.901
O 5.830 1.165 2.692
C 4.536 0.563 5.289
C 3.918 -0.916 3.331
C 5.152 3.528 4.090
H 5.943 3.517 1.561
H 4.708 4.568 1.573
H 4.406 2.997 0.822
H 2.695 4.262 3.566
H 2.272 3.206 2.166
H 0.902 2.495 4.119
H 2.172 2.707 5.132
H 1.842 0.453 3.068
H 1.777 0.401 4.785
H 5.588 0.797 5.125
H 3.989 1.194 5.990
H 4.544 -0.460 5.665
H 4.945 -1.279 3.362
H 3.393 -1.628 3.967
H 3.411 -0.969 2.367
H 6.201 3.270 3.945
H 4.719 3.257 5.053
H 5.198 4.610 3.968
H 5.857 0.810 1.800
C -3.895 0.914 -2.200
C -4.724 0.276 -1.070
C -4.312 0.846 0.402
C -5.524 0.667 1.349
C -6.839 1.229 0.753
C -7.216 0.409 -0.468
N -6.098 0.508 -1.441
O -6.476 0.044 -2.696
C -7.681 -1.092 -0.103
C -8.514 1.133 -0.978
C -4.414 -1.213 -1.018
H -2.824 1.057 -2.055
H -4.138 1.957 -2.403
H -3.874 0.304 -3.103
H -3.536 0.176 0.773
H -3.835 1.826 0.398
H -5.290 1.189 2.277
H -5.543 -0.415 1.479
H -6.753 2.263 0.417
H -7.660 1.368 1.457
H -7.850 -1.489 -1.104
H -6.971 -1.782 0.352
H -8.630 -1.063 0.433
H -8.184 2.082 -1.398
H -8.950 0.623 -1.837
H -9.342 1.306 -0.289
H -4.673 -1.814 -0.146
H -3.371 -1.282 -1.327
H -4.825 -1.703 -1.901
H -6.511 0.892 -3.144
C 0.453 -1.969 -2.123
C 0.636 -0.612 -1.480
C 0.702 -0.719 0.067
O -0.629 -0.795 0.634
C -0.737 -1.006 2.044
N 1.805 -0.018 -2.146
H -0.610 -2.116 -2.312
H 0.674 -2.793 -1.445
H 0.939 -2.050 -3.095
H -0.113 0.111 -1.803
H 1.241 0.155 0.431
H 1.262 -1.520 0.549
H -1.733 -1.447 2.084
H -0.659 -0.119 2.672
H -0.139 -1.871 2.333
H 2.038 0.872 -1.729
H 1.744 0.157 -3.139
C 0.165 -6.269 -0.632
C -0.350 -6.922 0.623
C -1.129 -6.034 1.593
O -0.861 -6.520 2.886
C -1.033 -5.617 3.915
N -1.003 -8.094 0.268
H 0.633 -7.034 -1.252
H 0.934 -5.560 -0.325
H -0.629 -5.776 -1.192
H 0.532 -7.154 1.221
H -2.176 -5.818 1.381
H -0.611 -5.087 1.447
H -0.952 -6.165 4.854
H -2.102 -5.404 3.928
H -0.591 -4.629 3.792
H -1.812 -8.142 0.872
H -0.449 -8.884 0.567
C 1.432 0.208 -6.623
C 1.679 1.515 -5.796
C 1.243 2.848 -6.588
O 1.078 4.058 -5.888
C 2.138 4.635 -5.206
N 0.866 1.422 -4.592
H 1.851 0.161 -7.628
H 0.355 0.040 -6.655
H 1.908 -0.628 -6.110
H 2.672 1.641 -5.364
H 0.327 2.615 -7.132
H 1.973 3.137 -7.344
H 2.652 3.991 -4.492
H 1.801 5.551 -4.721
H 2.856 4.942 -5.967
H 0.527 2.326 -4.296
H 0.214 0.790 -5.035
*
```

[2]
This record from OMol25 describes a cluster of 8 separate species, C34H84O14 in total in a non-equilibrium geometry. The level of theory is ωB97M-V with the def2-TZVPD basis set.

Values from the calculation:
M = 717.0 g/mol
LUMO = 0.730 eV
SMILES = CCCCCC.COCCOC.COCCOC.COCCOC.COCCOC.COCCOC.COCCOC.COCCOC
frontier orbital gap = 9.9 eV

Geometry as ORCA input:
```
! RIJCOSX wB97M-V def2-TZVPD def2/J DEFGRID3
* xyz 0 1
C 19.665 -15.287 2.919
C 19.011 -15.063 1.592
C 17.606 -14.366 1.757
C 16.863 -14.186 0.416
C 15.424 -13.755 0.664
C 15.232 -12.495 1.456
H 18.970 -15.669 3.663
H 19.990 -14.335 3.362
H 20.545 -15.979 2.852
H 19.610 -14.424 0.940
H 18.871 -16.023 1.068
H 17.760 -13.423 2.300
H 17.064 -15.002 2.458
H 17.327 -13.415 -0.196
H 16.927 -15.186 -0.023
H 15.006 -13.559 -0.320
H 14.898 -14.582 1.172
H 14.202 -12.345 1.693
H 15.763 -12.560 2.439
H 15.585 -11.665 0.900
C 24.326 -11.942 6.347
O 25.316 -12.488 5.506
C 26.508 -12.778 6.239
C 27.335 -13.760 5.447
O 26.780 -15.081 5.345
C 27.715 -16.044 4.872
H 24.741 -11.048 6.877
H 24.102 -12.706 7.119
H 23.460 -11.676 5.742
H 26.286 -12.943 7.260
H 27.138 -11.833 6.227
H 28.371 -13.740 5.849
H 27.374 -13.351 4.440
H 28.274 -16.421 5.691
H 28.374 -15.568 4.116
H 27.097 -16.843 4.388
C 19.803 -13.844 11.196
O 18.805 -14.823 11.370
C 17.847 -14.875 10.304
C 16.811 -15.990 10.686
O 17.226 -17.325 10.510
C 17.886 -17.848 11.628
H 19.326 -12.890 10.882
H 20.419 -14.177 10.358
H 20.354 -13.562 12.103
H 18.341 -15.081 9.404
H 17.343 -13.941 10.207
H 15.958 -15.913 10.000
H 16.401 -15.848 11.678
H 17.188 -18.044 12.470
H 18.699 -17.248 12.050
H 18.304 -18.762 11.257
C 23.381 -14.494 12.335
O 23.462 -15.266 11.097
C 24.393 -14.785 10.154
C 24.172 -15.366 8.752
O 22.950 -14.892 8.174
C 22.865 -15.511 6.915
H 24.301 -14.619 12.859
H 22.547 -14.892 12.888
H 23.255 -13.426 12.110
H 25.451 -14.961 10.512
H 24.249 -13.687 10.043
H 24.138 -16.442 8.877
H 25.011 -15.045 8.118
H 21.855 -15.257 6.499
H 22.854 -16.649 7.035
H 23.714 -15.320 6.213
C 17.054 -12.367 5.719
O 18.383 -12.818 5.506
C 18.894 -13.623 6.617
C 20.004 -12.920 7.335
O 19.545 -11.748 8.004
C 20.581 -10.900 8.435
H 16.976 -11.413 5.203
H 16.820 -12.232 6.784
H 16.232 -12.966 5.277
H 19.192 -14.559 6.131
H 18.037 -13.899 7.303
H 20.762 -12.678 6.594
H 20.448 -13.642 8.048
H 20.159 -9.849 8.554
H 21.380 -10.806 7.636
H 20.996 -11.215 9.438
C 22.861 -7.685 5.154
O 21.664 -8.214 5.701
C 20.454 -8.006 4.945
C 19.234 -8.464 5.730
O 18.997 -7.674 6.863
C 17.849 -8.130 7.568
H 23.624 -7.883 5.913
H 22.777 -6.621 4.972
H 23.255 -8.218 4.268
H 20.410 -8.529 3.955
H 20.389 -6.917 4.851
H 19.412 -9.531 6.048
H 18.289 -8.423 5.126
H 16.878 -7.949 7.006
H 17.852 -7.720 8.607
H 17.951 -9.180 7.747
C 18.065 -8.872 0.632
O 19.135 -9.748 0.931
C 18.874 -10.586 2.089
C 19.996 -11.610 2.279
O 21.110 -11.001 2.887
C 22.187 -11.900 3.062
H 18.243 -8.264 -0.268
H 17.850 -8.163 1.436
H 17.175 -9.457 0.392
H 17.927 -11.074 1.874
H 18.773 -9.993 2.985
H 20.248 -12.053 1.263
H 19.518 -12.363 2.903
H 21.893 -12.577 3.817
H 23.008 -11.354 3.482
H 22.512 -12.384 2.154
C 16.590 -17.309 7.252
O 17.950 -16.899 7.074
C 18.705 -18.111 6.797
C 19.435 -18.609 8.062
O 20.661 -17.981 8.372
C 20.468 -16.732 9.081
H 16.153 -17.743 6.326
H 15.951 -16.472 7.638
H 16.475 -18.078 8.015
H 19.413 -17.776 6.005
H 18.133 -18.864 6.261
H 19.703 -19.591 7.866
H 18.858 -18.486 8.981
H 21.457 -16.428 9.471
H 19.756 -16.921 9.895
H 20.095 -15.913 8.510
*
```